(1)
A molecular structure, C17H39LaO2P3. Source: the OMol25 dataset; level of theory: ωB97M-V/def2-TZVPD.

Each line ends with the Mulliken charge.
CARTESIAN COORDINATES (ANGSTROEM)
La 0.943 -0.827 0.499  1.511
P 0.608 0.802 3.030  0.534
P -0.911 -2.543 2.301  0.552
P -1.994 0.136 0.180  0.794
H 3.583 1.071 -7.216  0.299
C 2.954 1.949 -7.044  -0.500
C 3.337 2.992 -6.309  -0.437
H 4.336 3.079 -5.868  0.302
C 2.280 0.950 3.775  -1.248
C -0.386 0.721 4.556  -1.261
C 0.323 2.548 2.535  -1.207
C -1.652 -3.874 1.278  -1.246
C 0.093 -3.502 3.501  -1.278
C -2.346 -2.110 3.373  -0.999
C -1.851 1.570 -0.945  -1.243
C -3.167 0.826 1.394  -1.488
C -3.099 -0.925 -0.822  -1.335
H 2.020 1.983 -7.612  0.292
H 2.669 3.847 -6.158  0.410
H 3.053 1.011 2.998  0.391
H 2.504 0.085 4.411  0.370
H 2.322 1.862 4.386  0.425
H -0.251 -0.253 5.043  0.324
H -1.457 0.857 4.358  0.337
H -0.052 1.513 5.247  0.471
H 0.892 2.775 1.621  0.346
H 0.663 3.215 3.341  0.445
H -0.741 2.735 2.330  0.333
H -2.190 -4.580 1.932  0.444
H -0.843 -4.403 0.746  0.388
H -2.349 -3.442 0.541  0.249
H -0.603 -4.133 4.072  0.443
H 0.601 -2.806 4.183  0.324
H 0.836 -4.134 2.993  0.365
H -3.187 -2.803 3.201  0.425
H -2.665 -1.093 3.119  -0.087
H -2.072 -2.142 4.440  0.480
H -2.832 2.062 -1.090  0.528
H -1.448 1.249 -1.916  0.219
H -1.147 2.283 -0.495  0.331
H -3.770 1.609 0.916  0.473
H -2.611 1.267 2.227  0.288
H -3.834 0.047 1.780  0.501
H -3.834 -0.286 -1.327  0.456
H -3.611 -1.676 -0.207  0.368
H -2.483 -1.438 -1.567  0.350
C 1.488 0.610 -2.513  0.676
C 1.217 -0.409 -3.470  -0.205
C 0.882 -0.043 -4.769  -0.599
C 0.818 1.324 -5.112  -0.614
C 1.300 2.293 -4.206  -0.458
C 1.578 1.967 -2.889  -0.293
O 1.547 0.346 -1.208  -0.505
H -0.082 -1.525 -1.148  -0.277
H 1.232 -1.446 -3.123  0.420
H 0.691 -0.808 -5.492  0.503
H 0.519 1.635 -6.122  0.799
H 1.565 3.302 -4.558  0.471
H 1.872 2.707 -2.128  0.476
O 2.667 -2.453 1.497  -0.396
H 2.896 -2.412 2.439  0.283
H 3.183 -3.162 1.072  0.277

Results
E_tot ... -51053.6213 eV
HOMO-LUMO gap (alpha / beta) ... 3.48 / 2.80 eV
Charge ... +3

(2)
A molecular structure, C9H20Cl6O2Pt. Source: the OMol25 dataset; level of theory: ωB97M-V/def2-TZVPD.

Each line ends with the Mulliken charge.
CARTESIAN COORDINATES (ANGSTROEM)
Pt 3.818 -13.004 -5.893  0.218
C 3.159 -9.781 -6.264  -1.230
C 3.785 -10.149 -4.871  0.447
C 2.582 -10.190 -3.949  -0.915
O 4.453 -11.426 -4.912  -0.515
H 3.783 -10.166 -7.056  0.270
H 3.153 -8.684 -6.334  0.391
H 2.190 -10.192 -6.396  0.293
H 4.549 -9.399 -4.565  0.286
H 2.032 -11.083 -4.308  0.131
H 1.998 -9.278 -4.093  0.380
H 2.866 -10.239 -2.900  0.246
C 2.039 -15.176 -8.871  -1.481
C 1.984 -14.793 -7.454  1.687
C 1.698 -16.035 -6.730  -1.409
O 3.176 -14.321 -6.955  -0.364
H 1.074 -15.672 -9.105  0.372
H 2.805 -15.918 -9.042  0.405
H 2.207 -14.361 -9.580  0.265
H 1.212 -14.010 -7.329  -0.483
H 0.856 -16.517 -7.220  0.365
H 1.361 -15.898 -5.700  0.270
H 2.531 -16.726 -6.686  0.398
C 3.782 -13.356 -2.245  0.204
Cl 2.107 -13.917 -2.393  -0.130
Cl 4.624 -14.163 -0.951  -0.183
H 4.305 -13.485 -3.199  0.025
H 3.696 -12.286 -1.985  0.034
C -1.312 -13.320 -6.066  -0.041
Cl -0.903 -14.359 -4.770  -0.132
Cl -0.798 -11.627 -5.797  -0.156
H -0.785 -13.666 -6.959  -0.029
H -2.379 -13.267 -6.177  0.380
C 1.526 -10.769 -10.768  -0.380
Cl 0.316 -11.775 -10.001  -0.112
Cl 3.164 -10.828 -10.005  -0.136
H 1.632 -11.080 -11.804  0.331
H 1.196 -9.750 -10.667  0.299

Results
E_tot ... -92130.3844 eV
HOMO-LUMO gap (alpha / beta) ... 9.79 / 7.68 eV
Multiplicity ... 3

(3)
C5H10N2O in the gas phase. Source: the OMol25 dataset; level of theory: ωB97M-V/def2-TZVPD.

Each line ends with the Mulliken charge.
CARTESIAN COORDINATES (ANGSTROEM)
C -0.487 2.789 1.148  -1.133
C 0.122 1.792 0.486  0.519
N 1.486 1.706 0.288  -0.470
C -0.644 0.650 -0.004  0.059
N -0.063 -0.265 -0.659  -0.382
C -0.727 -1.463 -1.031  -0.561
C 0.009 -2.710 -0.182  -0.461
O 1.377 -2.549 -0.097  -0.499
H 0.061 3.635 1.528  0.260
H -1.551 2.783 1.302  0.261
H 1.748 1.091 -0.468  0.259
H 2.002 2.569 0.341  0.232
H -1.729 0.675 0.155  0.238
H -1.815 -1.454 -0.869  0.367
H -0.530 -1.652 -2.089  0.354
H -0.199 -3.673 -0.658  0.341
H -0.613 -2.296 0.673  0.283
H 1.555 -1.629 0.137  0.334

Results
E_tot ... -10373.0637 eV
HOMO-LUMO gap ... 9.13 eV
SMILES ... C=C(N)/C=N/CCO